1.
{"formula": "C6H3Cl", "method": "ωB97M-V with the def2-TZVPD basis set", "smiles": "C#C/C=C(\\Cl)C#C", "energy_ev": -18786.125, "e_homo_ev": -9.029, "elements": ["C", "C", "C", "C", "Cl", "C", "C", "H", "H", "H"], "xyz": [[3.11180, 0.15689, -0.19675], [1.84131, 0.17248, -0.07686], [0.46325, -0.34430, 0.32721], [-0.63055, 0.38635, 0.34132], [-0.55259, 2.19159, 0.02513], [-1.95410, 0.00089, 0.29599], [-3.00221, -0.47056, -0.41718], [4.14602, 0.21594, -0.58933], [0.55139, -1.40358, 0.96944], [-3.97432, -0.90570, -0.67896]]}

=====

2.
{"formula": "C6H3IN2", "method": "ωB97M-V with the def2-TZVPD basis set", "smiles": "CC#CC(I)(C#N)C#N", "energy_ev": -17347.499, "e_homo_ev": -10.564, "elements": ["C", "C", "C", "C", "I", "C", "N", "C", "N", "H", "H", "H"], "xyz": [[0.24218, -0.08716, -0.26116], [-1.07625, 0.47278, -0.04738], [-2.24492, 0.68133, 0.08163], [-3.75174, 0.94280, 0.09387], [-5.09365, -0.80730, 0.02233], [-3.88635, 1.72376, -1.10409], [-3.98315, 2.32401, -2.05959], [-4.02225, 1.66359, 1.32039], [-4.15767, 2.20377, 2.30579], [0.29887, -0.73936, 0.52450], [1.03602, 0.65790, -0.04031], [0.40195, -0.68297, -1.22312]]}

=====

3.
{"formula": "C6H3MnO5", "method": "ωB97M-V with the def2-TZVPD basis set", "energy_ev": -47803.652, "e_homo_ev": [-15.852, -19.048], "multiplicity": 7, "total_charge": 2, "elements": ["C", "C", "O", "C", "O", "H", "Mn", "O", "C", "C", "O", "O", "C", "H", "H"], "xyz": [[1.55462, -0.46513, 0.20668], [0.40757, -1.17883, 0.39582], [-0.43363, -3.42173, 0.53105], [0.37789, -2.63511, 0.18383], [1.37358, 0.86784, 0.09814], [2.57511, -0.85140, 0.19015], [2.70511, 2.23518, -0.31961], [-0.82206, 1.76168, -0.66154], [-1.65401, 0.88730, -1.30210], [-0.20740, 1.15065, 0.40192], [-2.26779, 1.15048, -2.28340], [-1.62871, -0.29033, -0.67257], [-0.76144, -0.23909, 0.44573], [-0.20179, 1.77164, 1.30044], [-1.01706, -0.74315, 1.48545]]}

=====

4.
{"formula": "C6H3N6O2", "method": "ωB97M-V with the def2-TZVPD basis set", "energy_ev": -19303.092, "e_homo_ev": -4.102, "total_charge": -1, "elements": ["C", "N", "O", "N", "C", "C", "N", "N", "N", "N", "C", "C", "C", "O", "H", "H", "H"], "xyz": [[-1.74597, 0.74429, -0.84802], [-2.86205, 0.85665, -1.10999], [-0.53363, 3.10271, 0.38575], [0.16320, 2.29242, 1.04649], [0.19565, 0.92516, 0.58397], [-0.36722, 0.62133, -0.76666], [-0.03054, -0.75946, -1.08628], [-0.76902, -1.42321, -2.03148], [-0.57884, -2.71604, -1.84618], [0.10601, -2.94401, -0.69659], [0.37082, -1.71082, -0.18932], [1.06432, -1.31060, 0.98820], [0.97551, 0.03024, 1.30968], [0.82662, 2.61806, 2.06125], [0.03519, 1.35545, -1.48363], [1.63411, -2.06541, 1.51042], [1.51584, 0.38326, 2.17238]]}

=====

5.
{"formula": "C6H3NNiO4", "method": "ωB97M-V with the def2-TZVPD basis set", "energy_ev": -56971.995, "e_homo_ev": [-18.963, -21.073], "multiplicity": 3, "total_charge": 2, "elements": ["O", "C", "Ni", "O", "C", "C", "O", "C", "O", "C", "C", "N", "H", "H", "H"], "xyz": [[-2.92391, 0.41951, -0.17558], [-1.78929, 0.25676, -0.10728], [0.00000, 0.00000, 0.00000], [0.43042, 2.92282, -0.18147], [0.26304, 1.78557, -0.11094], [-0.05421, -1.00167, -1.50439], [-0.08905, -1.63957, -2.46262], [1.78940, -0.25677, 0.10706], [2.92404, -0.41944, 0.17518], [-1.32856, -0.24905, 4.21333], [-0.90576, -0.14654, 2.81692], [-0.56950, -0.07367, 1.71026], [-0.77437, 0.49312, 4.82377], [-1.11374, -1.27059, 4.58936], [-2.41770, -0.05087, 4.28593]]}

=====

6.
{"formula": "C6H3NO", "method": "ωB97M-V with the def2-TZVPD basis set", "smiles": "C#C/C(C#N)=C/C=O", "energy_ev": -9797.156, "e_homo_ev": -9.665, "elements": ["C", "C", "C", "C", "N", "C", "C", "O", "H", "H", "H"], "xyz": [[1.15426, -2.68936, -0.63913], [0.47825, -1.35079, -0.82543], [-0.19371, -0.13900, -0.42521], [-1.36141, -0.25632, 0.32046], [-2.16306, -0.73694, 1.08461], [0.45009, 1.04883, -0.34352], [-0.20649, 1.96886, 0.66610], [-0.99010, 1.34073, 1.78656], [1.42039, -3.53497, -1.42484], [1.60948, 1.13779, -0.61412], [-0.19771, 3.21117, 0.41453]]}

=====

7.
{"formula": "C6H3NO2", "method": "ωB97M-V with the def2-TZVPD basis set", "energy_ev": -11845.989, "e_homo_ev": [-9.509, -8.436], "elements": ["C", "C", "C", "C", "C", "C", "N", "O", "O", "H", "H", "H"], "xyz": [[-2.08585, -0.11610, 0.14833], [-1.12843, 0.45772, 1.02061], [-1.58477, -0.47403, -1.07756], [0.07143, 0.44178, 0.37467], [-0.27752, -0.18304, -1.11079], [0.89480, 0.31412, -0.65648], [3.39798, 0.08497, 0.05484], [3.82627, 1.15403, 0.13135], [3.64209, -1.00977, 0.48329], [-3.19477, -0.38955, 0.35382], [-1.24270, 0.77671, 2.00538], [-2.31853, -1.05684, -1.72747]]}

=====

8.
{"formula": "C6H40NO14", "method": "ωB97M-V with the def2-TZVPD basis set", "energy_ev": -37027.734, "e_homo_ev": -6.708, "total_charge": -1, "elements": ["C", "O", "C", "C", "C", "C", "C", "N", "H", "H", "H", "H", "H", "H", "H", "H", "H", "H", "H", "H", "H", "H", "H", "H", "O", "H", "H", "O", "H", "H", "O", "H", "H", "O", "H", "H", "O", "H", "H", "O", "H", "H", "O", "H", "H", "O", "H", "H", "O", "H", "H", "O", "H", "H", "O", "H", "H", "O", "H", "H", "O"], "xyz": [[-2.76327, 0.89314, 0.75354], [-3.65593, 0.67153, -0.35684], [-1.35079, 0.79448, 0.20824], [-0.24527, 0.92407, 1.27299], [-0.27626, -0.17163, 2.31001], [1.16449, -0.55849, 2.85538], [-1.03776, 0.23751, 3.55848], [-1.19944, 1.99772, -0.67283], [-2.96384, 0.12233, 1.50118], [-3.12421, 1.90515, 0.99322], [-1.19486, -0.04009, -0.46438], [-0.08660, 1.91742, 1.70289], [0.68342, 0.95556, 0.69884], [-0.53938, -1.16831, 1.91224], [1.56464, -0.10399, 3.75203], [1.90702, -0.42142, 2.04736], [1.36782, -1.62426, 2.77349], [-1.79286, 1.00257, 3.28397], [-1.70448, -0.55256, 3.93636], [-0.45423, 0.62654, 4.38735], [-0.38905, 1.89536, -1.28208], [-1.97336, 1.97372, -1.34981], [-0.14684, -2.50928, -0.65950], [2.25650, -2.42799, -1.49543], [2.88281, -2.86392, -0.89597], [-0.81821, -3.40175, 2.96056], [0.03435, -3.00945, 1.78526], [0.08170, -3.50640, 2.63014], [0.06912, -3.89460, 0.05129], [2.21677, -3.14195, -0.22712], [0.41436, -2.99265, 0.02698], [2.33561, 3.59550, 0.82082], [1.40146, 2.94045, 1.56184], [1.42830, 3.80692, 1.11949], [-3.01878, -2.83116, 0.86372], [-2.38489, -1.55853, 1.42532], [-2.58727, -2.46827, 1.65410], [1.97611, 3.18563, -2.70439], [1.71728, 4.39919, -1.72425], [2.36624, 3.71676, -2.01030], [3.16449, 2.58943, -0.89024], [3.96979, 1.25557, -0.79834], [3.38509, 1.84005, -0.29497], [1.14145, -0.11066, -0.68468], [0.28262, -0.75910, -2.01260], [0.90893, 0.00937, -1.60664], [-1.84650, 0.41280, -3.23070], [-1.85545, -2.38290, -1.32886], [-2.60662, -2.98291, -0.99400], [-1.69812, -0.96317, -3.59980], [-3.46132, 0.01534, -1.04582], [-2.38088, -0.39622, -3.21673], [0.77835, 4.92992, -0.11224], [-0.44140, 4.82312, -1.22712], [0.37755, 5.23305, -0.94797], [-0.06232, -2.36444, -2.80555], [-2.30207, -3.86089, -0.76249], [-0.54139, -1.92875, -2.09029], [3.22364, -0.42488, -2.20922], [3.84167, -1.36317, -1.30037], [4.00269, -0.44301, -1.62264]]}